No. 1
The following is a DFT calculation (wB97M-V/def2-TZVPD) of a structure of composition C26H79N17O11.

Geometry as XYZ:
```
133
Properties=species:S:1:pos:R:3:mulliken_charge:R:1
C 0.57295 4.87081 2.64918 0.5183
O 1.43862 4.49389 3.44453 -0.7777
N 0.82718 5.02963 1.33377 -0.2684
N -0.69839 5.25705 2.96469 -0.3430
H 1.78930 4.86607 1.06026 0.1960
H 0.13029 5.25032 0.65133 0.1301
H -0.99406 5.40244 3.90959 0.2229
H -1.29068 5.42930 2.17727 0.1561
C 2.89331 3.32704 0.10740 0.6300
O 2.02668 4.18402 0.35511 -0.4552
N 2.91082 2.73968 -1.10711 -0.1234
N 3.84457 2.87132 0.96686 -0.3505
H 2.35412 3.23743 -1.79457 0.0723
H 3.41052 1.86627 -1.28966 0.2220
H 4.38315 2.06501 0.72344 0.1451
H 3.72011 3.02547 1.95511 0.1828
C -1.38777 -3.81488 1.86993 0.5709
O -1.70086 -4.48891 0.88194 -0.5936
N -2.14458 -3.56697 2.94855 -0.3207
N -0.12924 -3.27024 2.01046 0.0761
H -1.84991 -3.05234 3.78469 0.2610
H -3.10667 -3.86395 2.90607 0.1731
H 0.04835 -2.80128 2.88082 0.0289
H 0.59132 -3.51326 1.35367 -0.1300
C 1.70595 -5.36338 -0.42441 0.6572
O 2.22678 -5.12916 0.68351 -0.7160
N 2.46241 -5.33151 -1.56009 -0.3665
N 0.40542 -5.61452 -0.58550 -0.1662
H 1.95521 -5.52276 -2.40385 0.1690
H 3.43278 -5.10043 -1.50978 0.2093
H 0.09341 -5.72998 -1.53694 0.1641
H -0.34604 -5.49439 0.09037 0.0713
C 3.53978 -0.81238 -0.51854 0.3375
O 3.29018 -0.07885 -1.48473 -0.6346
N 2.68729 -1.79338 -0.13873 0.1301
N 4.71137 -0.78723 0.16387 -0.2845
H 2.89082 -2.62211 0.39572 0.1421
H 1.76386 -1.73103 -0.55588 -0.0317
H 5.45537 -0.20677 -0.17791 0.2275
H 4.88177 -1.51603 0.83140 0.1953
C -0.45623 -1.03479 5.10665 0.3598
O -1.06501 -2.09331 4.91108 -0.8737
N -0.77463 0.14767 4.51792 -0.0794
N 0.56890 -0.91461 5.97279 -0.2355
H -0.28497 1.02058 4.74935 0.3578
H -1.71009 0.18130 4.14669 0.2309
H 0.92496 -0.01114 6.22641 0.1352
H 0.88752 -1.70394 6.50663 0.2021
C -0.48200 1.92683 1.14016 -0.9040
C 0.10087 0.75245 0.39406 1.1387
C -0.84342 -0.32211 -0.18619 -0.4619
O 0.02071 -1.18014 -0.89592 -0.1239
C -0.60002 -2.36437 -1.35217 -1.0475
N 0.77665 1.34725 -0.77947 0.9585
H 0.23273 2.34509 1.85122 -0.2732
H -1.41268 1.76376 1.69442 0.4623
H -0.71603 2.76306 0.47664 0.0498
H 0.85297 0.33395 1.07362 0.3251
H -1.57253 0.14025 -0.85775 -0.2293
H -1.35318 -0.81993 0.64391 0.3074
H -1.20449 -3.00936 -0.70966 0.2218
H 0.09772 -2.93540 -1.96213 0.3116
H -1.39477 -2.08812 -2.06442 0.4311
H 1.60750 1.87728 -0.53668 -0.8776
H 1.12118 0.57093 -1.34093 0.0774
C -4.85417 -7.13871 -2.26435 -1.3520
C -4.31514 -5.90523 -1.55039 0.2166
C -4.95474 -5.65362 -0.17086 -0.3014
O -6.25306 -5.14956 -0.41107 -0.3236
C -6.95929 -4.63761 0.68969 -0.7295
N -2.85115 -5.90330 -1.59898 -0.5854
H -4.68579 -7.08441 -3.34299 0.3398
H -5.93790 -7.26078 -2.23699 0.3545
H -4.33197 -8.02227 -1.89068 0.3299
H -4.51787 -5.04548 -2.19576 0.2034
H -4.40644 -4.79827 0.24154 0.2608
H -4.94681 -6.56776 0.42878 0.2676
H -6.32594 -3.95155 1.27470 0.2584
H -7.29755 -5.34951 1.44718 0.2913
H -7.71971 -4.01319 0.22679 0.2750
H -2.58540 -5.21703 -0.89331 0.1596
H -2.39403 -6.73891 -1.23711 0.2959
C -3.65979 2.87994 -1.44672 -1.3599
C -2.90967 2.23817 -2.64362 0.8674
C -3.43321 2.67896 -4.01341 -1.1322
O -2.58558 2.23313 -5.06540 -0.3546
C -2.35989 3.22565 -6.04610 -0.6469
N -1.52881 2.70151 -2.49583 -0.2819
H -3.94328 3.92968 -1.57615 0.4003
H -2.99273 2.89676 -0.58885 0.1563
H -4.62820 2.38382 -1.32419 0.4015
H -3.01126 1.15068 -2.53067 0.2816
H -3.40599 3.77500 -4.00607 0.4382
H -4.46622 2.38832 -4.21377 0.3791
H -1.66625 2.88415 -6.80952 0.2406
H -1.94131 4.09667 -5.52834 0.2591
H -3.29111 3.55445 -6.51867 0.3006
H -1.16263 2.54476 -3.43518 -0.0072
H -1.03907 2.11153 -1.82894 -0.1091
C 2.46644 1.51305 -6.25061 -1.6699
C 2.37229 2.01527 -4.83567 0.9848
C 1.44514 3.19653 -4.67161 -0.7011
O 1.50357 3.88121 -3.43630 -0.3928
C 0.86266 5.13925 -3.41611 -0.8168
N 1.90937 0.93049 -3.95705 -0.5273
H 3.01554 0.57785 -6.34909 0.3885
H 2.81310 2.27347 -6.95164 0.4065
H 1.45267 1.21855 -6.55033 0.3277
H 3.38841 2.36378 -4.59273 0.1450
H 0.39246 3.04257 -4.94209 -0.0493
H 1.77586 3.90060 -5.45520 0.4787
H -0.22866 5.10737 -3.41536 0.2043
H 1.39430 5.88886 -4.00229 0.3712
H 1.04854 5.43848 -2.37593 0.2024
H 2.72092 0.45432 -3.57378 0.3143
H 1.48163 1.34337 -3.13326 -0.0324
C 2.83627 1.74170 6.87524 -1.5557
C 2.47795 2.14907 5.44776 0.1550
C 2.95254 1.21616 4.34531 0.4912
O 4.35365 1.05018 4.23568 -0.4583
C 4.73358 -0.05448 3.47164 -0.6193
N 1.02662 2.29921 5.24082 -0.4409
H 2.31252 2.37973 7.58867 0.4069
H 3.90591 1.89907 7.00638 0.3955
H 2.58634 0.70504 7.10714 0.3227
H 2.95968 3.11298 5.25735 0.3765
H 2.56134 1.59595 3.39044 -0.5254
H 2.48285 0.22387 4.38191 0.2501
H 4.36870 -0.06010 2.43937 0.1149
H 4.56048 -1.05083 3.89394 0.3662
H 5.82340 -0.00236 3.39338 0.3757
H 0.90656 3.10657 4.61506 -0.1618
H 0.58229 2.76407 6.03613 0.2888
```

Computed properties:
total charge	0
E_tot	-2796.48252	a.u.
gap between HOMO and LUMO	7.810	eV
lowest unoccupied orbital energy	0.31	eV
2S+1	1
energy above the lowest of the compared OMol25 structures with the same formula, charge and spin	560.2	kJ/mol

---

No. 2
The following is a DFT calculation (wB97M-V/def2-TZVPD) of a cluster of 11 separate species, C26H79N9O11 in total.

Geometry as XYZ:
```
125
Properties=species:S:1:pos:R:3:mulliken_charge:R:1
C -3.16793 -2.04041 -3.87645 -0.5244
O -1.84353 -1.68971 -3.78050 0.0526
H -3.74030 -1.39834 -4.54595 0.2054
H -3.23120 -3.07050 -4.22720 0.2436
H -3.49655 -1.86305 -2.85241 0.0530
H -1.49089 -1.80966 -4.66529 0.1015
C 1.96756 -0.79473 -2.76202 0.5935
O 2.83044 -1.82761 -2.35790 -0.6635
H 1.09690 -1.25731 -3.22686 -0.5068
H 1.64651 -0.37272 -1.80969 -0.2809
H 2.40007 -0.12242 -3.50298 0.4335
H 2.31931 -2.60684 -2.12738 0.4640
C -3.34737 1.84751 2.88294 -0.2329
O -3.00400 0.93782 4.02079 -0.7080
H -4.34693 1.74093 2.46149 0.3661
H -3.35105 2.83274 3.34921 0.2542
H -2.68873 1.75343 2.01955 -0.1412
H -2.09455 1.16738 4.22525 0.0383
C -4.02792 -0.78273 -0.20481 0.5624
O -5.15366 -0.23141 -0.87917 -0.5904
H -4.40523 -1.63692 0.35741 0.3008
H -3.29313 -1.11610 -0.93765 -0.3814
H -3.70488 -0.00709 0.48955 -0.2277
H -4.96064 0.68883 -1.07283 0.3216
C -0.65465 4.66976 0.29139 0.5062
O -0.30092 3.90743 1.15087 -0.6597
N -1.01331 5.93339 0.38954 -0.4931
N -0.56491 4.37087 -0.97033 -0.2032
H -1.29850 6.26405 1.30027 0.2504
H -1.23805 6.46777 -0.43753 0.1322
H -0.86886 5.07432 -1.62825 0.1643
H -0.49935 3.40929 -1.27226 -0.0290
C -0.78702 1.00748 -0.98337 1.1837
O -0.58300 1.73825 -1.93206 -1.2413
N -0.91609 -0.24579 -1.04075 1.4904
N -0.50947 1.30153 0.29376 2.1353
H -1.01528 -0.69505 -1.93988 -0.9442
H -0.93749 -0.69678 -0.13728 -0.6501
H -0.23524 2.23981 0.54782 -0.5834
H -0.68746 0.66523 1.05766 -0.8427
C -2.56206 1.45026 -6.36852 -1.5965
C -1.36429 1.08361 -5.46167 1.4372
C -0.31542 0.08610 -5.99799 -0.5983
O -0.96646 -1.17883 -6.19571 -0.4756
C -0.12690 -2.06924 -6.92151 -0.8145
N -0.72417 2.25391 -4.89154 -0.7931
H -2.31350 1.82645 -7.36089 0.3399
H -3.27135 2.14805 -5.92345 0.4303
H -3.02597 0.46837 -6.46222 0.3442
H -1.73609 0.65070 -4.53298 -0.4676
H 0.51846 0.00501 -5.30073 0.0258
H 0.13061 0.44938 -6.92383 0.5095
H 0.74776 -2.11587 -6.27274 0.3303
H -0.02353 -1.68407 -7.93593 0.2697
H -0.65569 -3.02221 -6.90297 0.2678
H -1.32943 3.06134 -4.84888 0.3315
H -0.70887 2.19055 -3.88365 0.4280
C 3.60052 1.63454 0.07252 -1.7562
C 2.79024 1.80764 1.37359 2.7341
C 3.54765 1.03216 2.49746 -1.4519
O 2.74485 0.84562 3.68460 -0.0033
C 3.47219 0.07239 4.61696 -1.1304
N 2.72889 3.21897 1.54939 -0.7207
H 4.64181 1.86048 0.30227 0.3237
H 3.13708 2.21435 -0.72568 0.4476
H 3.63099 0.57125 -0.16537 0.3542
H 1.79739 1.36761 1.28023 -1.1394
H 4.48357 1.56233 2.67373 0.6391
H 3.77182 0.08980 1.99763 0.3412
H 3.60172 -0.97327 4.33783 0.2619
H 3.08808 0.22864 5.62500 0.2772
H 4.49884 0.43253 4.68332 0.4395
H 2.23860 3.41081 2.41132 0.0877
H 2.14363 3.68822 0.87310 0.2889
C 0.64423 -1.57225 3.79203 -1.1775
C 0.36669 -1.42186 2.28784 3.3715
C 0.45288 -2.69863 1.38649 -1.1160
O 1.67590 -3.45386 1.56800 -0.5117
C 2.82516 -2.88161 0.97787 -0.6563
N -0.97546 -0.82945 2.13777 -0.4676
H 1.56532 -2.09066 4.05838 0.3159
H -0.23325 -1.95900 4.31025 0.3506
H 0.63013 -0.57109 4.22283 -0.1063
H 1.16215 -0.78693 1.89770 -1.7037
H 0.25142 -2.44813 0.34497 0.4193
H -0.34899 -3.38690 1.65368 0.1901
H 2.55942 -2.08955 0.27778 0.2788
H 3.42296 -3.71909 0.61820 0.3445
H 3.46970 -2.47619 1.75780 0.1773
H -0.93262 -0.03213 2.75627 -0.7006
H -1.66596 -1.42400 2.57344 0.4746
C -0.11055 1.13985 6.36966 -1.3284
C -0.17690 2.33242 5.33594 0.2324
C 1.03569 3.30943 5.41294 -0.6378
O 0.80789 4.38758 4.44219 -0.2555
C 1.76644 5.44141 4.74228 -0.8481
N -0.09547 1.76207 3.99497 1.5944
H -0.97733 0.48892 6.48405 0.3400
H -0.08686 1.63139 7.34224 0.4916
H 0.81439 0.58986 6.19617 0.1392
H -1.08072 2.91704 5.50749 0.4283
H 1.98438 2.78558 5.29602 0.1126
H 1.00467 3.83574 6.36695 0.5648
H 1.52486 5.90800 5.69728 0.3504
H 1.57835 6.20850 3.99109 0.2494
H 2.79724 5.08766 4.72182 0.3236
H -0.08357 2.61539 3.45477 -0.3930
H 0.78899 1.32713 3.77441 -0.8006
C 0.85316 -4.72655 -3.90887 -1.6404
C 0.54671 -4.22254 -2.48253 2.3731
C -0.53168 -5.06926 -1.72748 -1.4138
O -1.10085 -4.26588 -0.76673 0.1732
C -2.28503 -4.76072 -0.17818 -0.9745
N 1.79746 -4.22296 -1.69162 -0.7382
H -0.07858 -4.71791 -4.47446 0.3783
H 1.34411 -5.69792 -3.84965 0.3852
H 1.52481 -3.97878 -4.33057 0.3470
H 0.21815 -3.18491 -2.54148 -1.1864
H -0.08486 -5.91317 -1.20186 0.3801
H -1.32287 -5.52653 -2.32163 0.6074
H -3.04649 -4.60792 -0.94299 0.3241
H -2.60193 -4.11499 0.64079 0.1804
H -2.22154 -5.82133 0.06507 0.3407
H 1.55525 -4.34317 -0.71849 0.1243
H 2.07919 -5.17242 -1.88974 0.3822
```

Computed properties:
total charge	0
SMILES	COC[C@H](C)N.COC[C@H](C)N.COC[C@H](C)N.COC[C@H](C)N.COC[C@H](C)N.NC(N)=O.NC(N)=O.CO.CO.CO.CO
E_tot	-2358.28822	a.u.
gap between HOMO and LUMO	9.155	eV
lowest unoccupied orbital energy	0.54	eV
2S+1	1
energy above the lowest of the compared OMol25 structures with the same formula, charge and spin	190.3	kJ/mol

---

No. 3
The following is a DFT calculation (wB97M-V/def2-TZVPD) of a structure of composition C27H15BrLuN6OS4Se.

Geometry as XYZ:
```
56
Properties=species:S:1:pos:R:3:nbo_charge:R:1
Lu -0.19051 -0.79405 0.00277 1.6679
Se -3.98644 5.91114 2.03748 1.0398
N -2.31788 5.57326 1.60740 -0.6256
C -2.23906 4.29950 1.30918 0.1749
C -1.01283 3.64020 0.91530 -0.0970
C 0.20935 4.31018 0.82405 -0.0831
C 1.33410 3.60443 0.46123 -0.2356
C 1.21056 2.24420 0.21170 0.0841
N 0.05885 1.58581 0.28956 -0.5396
C -1.05784 2.27015 0.62534 0.1895
C -2.31967 1.52794 0.68911 0.2527
N -2.29124 0.22105 0.35266 -0.5655
C -3.40690 -0.49470 0.44868 0.0969
C -4.62042 0.04626 0.85825 -0.2278
C -4.67299 1.38394 1.17409 -0.0867
C -3.50686 2.15004 1.09241 -0.0943
C -3.46901 3.56234 1.40590 0.0909
N -4.51509 4.25660 1.78046 -0.6018
H 0.24833 5.36800 1.04762 0.2549
H 2.29890 4.08325 0.38038 0.2464
H 2.08192 1.65506 -0.05257 0.2130
H -3.32007 -1.54415 0.19122 0.2498
H -5.49434 -0.58501 0.92266 0.2492
H -5.59321 1.85811 1.48893 0.2534
O -0.32793 -6.58102 3.95195 -0.5430
C -0.39590 -5.58304 3.29647 0.2008
S -0.20011 -3.94113 3.95023 0.3367
C -0.46125 -3.07240 2.44953 -0.3891
C -0.69987 -3.81752 1.34448 -0.3923
S -0.99831 -3.23844 -0.27489 -0.3463
S -0.72076 -5.55873 1.54972 0.3413
S -0.40608 -1.33132 2.55639 -0.3523
Br 6.72399 -2.91481 2.28011 0.1210
C 5.25725 -2.30489 1.26435 -0.0635
C 5.40367 -2.10840 -0.10355 -0.2066
C 4.33237 -1.67375 -0.85522 -0.2263
C 3.09522 -1.42043 -0.25171 0.1446
C 2.97389 -1.61815 1.12787 -0.2044
C 4.04153 -2.05987 1.88302 -0.2090
N 1.94060 -0.98610 -0.94498 -0.5353
C 1.96472 -0.80666 -2.21911 0.1567
C 0.80051 -0.37517 -2.97017 0.1271
C 0.90535 -0.16438 -4.34182 -0.1875
C -0.20465 0.25101 -5.05347 -0.1233
C -1.39660 0.44482 -4.37154 -0.2189
C -1.42393 0.20759 -3.00835 0.0945
N -0.36384 -0.19308 -2.30936 -0.5277
H 6.35594 -2.30112 -0.57715 0.2419
H 4.48406 -1.54201 -1.91782 0.2125
H 2.02449 -1.43428 1.62343 0.2431
H 3.92695 -2.22113 2.94609 0.2491
H 2.86489 -0.98244 -2.79920 0.1979
H 1.85430 -0.33216 -4.83379 0.2396
H -0.14619 0.41813 -6.12029 0.2458
H -2.28971 0.76713 -4.88655 0.2480
H -2.34229 0.34019 -2.44847 0.2183
```

Computed properties:
total charge	+1
E_tot	-9245.40257	a.u.
gap between HOMO and LUMO	4.470	eV
lowest unoccupied orbital energy	-4.62	eV
2S+1	1
energy above the lowest of the compared OMol25 structures with the same formula, charge and spin	33.0	kJ/mol